Here is a structure of composition C64H46IrN4O2P from OMol25. Energies are from wB97M-V/def2-TZVPD.

E_tot in hartree: -3281.4379
E_LUMO (alpha / beta) in eV: -3.516 / -3.995
E_HOMO (alpha / beta) in eV: -8.72 / -9.55
2S+1: 2
Total charge: +1
Gap between HOMO and LUMO (alpha / beta) in eV: 5.2 / 5.6

Last column: Löwdin charge in e.
Positions of all 118 atoms, in Å:
Ir -0.1936 -0.3522 -0.0242  1.336
C 0.4283 -7.6946 1.0899  -0.072
C 1.3445 -6.6579 1.2179  -0.058
C 0.9526 -5.3555 0.9712  -0.025
C -0.3555 -5.0605 0.5782  -0.136
C -1.2672 -6.0975 0.4673  -0.008
C -0.8733 -7.4062 0.7211  -0.063
C -0.6359 -3.5856 0.3381  -0.227
C -0.5308 -2.8470 1.6387  -0.213
C -0.5490 -3.3734 2.9425  0.019
C -0.3791 -2.3059 3.7955  0.020
C -0.2799 -1.1482 2.9879  -0.227
C -0.0488 0.1472 3.4373  -0.044
C 0.2206 0.3524 4.8847  -0.215
C 1.5202 0.6042 5.3153  -0.038
C 1.7785 0.8159 6.6608  -0.067
C 0.7396 0.7956 7.5803  -0.076
C -0.5570 0.5493 7.1529  -0.065
C -0.8180 0.3236 5.8098  -0.024
C -0.0808 1.2806 2.6245  -0.234
N -0.4015 1.3040 1.2936  -0.035
C -0.4220 2.6139 0.9184  -0.262
C -0.8402 3.1111 -0.3220  -0.075
C -0.9569 4.5918 -0.4635  -0.221
C -2.1921 5.1858 -0.2073  -0.030
C -2.3502 6.5561 -0.3349  -0.065
C -1.2763 7.3459 -0.7237  -0.078
C -0.0437 6.7604 -0.9656  -0.069
C 0.1189 5.3874 -0.8364  -0.022
C -1.4098 2.3209 -1.3232  -0.279
C -2.1300 2.8681 -2.4411  -0.004
C -2.8321 1.8470 -2.9861  0.020
C -2.5157 0.6598 -2.2311  -0.213
N -1.5832 0.9663 -1.2777  0.034
C -3.2706 -0.5212 -2.2847  -0.037
C -3.0157 -1.6492 -1.5064  -0.222
C -3.8138 -2.8275 -1.4331  0.017
C -3.1220 -3.7276 -0.6631  0.006
C -1.9038 -3.1010 -0.3117  -0.179
N -1.8757 -1.8505 -0.7745  0.065
C -4.4996 -0.5155 -3.1201  -0.205
C -4.4517 -0.4460 -4.5095  -0.041
C -5.6241 -0.4137 -5.2492  -0.071
C -6.8561 -0.4383 -4.6132  -0.076
C -6.9124 -0.4989 -3.2283  -0.066
C -5.7428 -0.5408 -2.4870  -0.034
C -0.0968 3.4470 2.0427  0.007
C 0.0992 2.6229 3.1013  0.015
N -0.4066 -1.5210 1.6624  -0.020
H 0.7282 -8.7166 1.2789  0.108
H 2.3669 -6.8644 1.5063  0.109
H 1.6672 -4.5476 1.0831  0.116
H -2.2893 -5.9144 0.1847  0.083
H -1.5976 -8.2040 0.6216  0.109
H -0.6654 -4.4109 3.2071  0.123
H -0.3126 -2.3265 4.8708  0.123
H 2.3265 0.6307 4.5909  0.108
H 2.7910 1.0033 6.9945  0.107
H 0.9407 0.9668 8.6295  0.107
H -1.3687 0.5379 7.8684  0.109
H -1.8277 0.1319 5.4680  0.127
H -3.0249 4.5649 0.1009  0.129
H -3.3120 7.0060 -0.1256  0.108
H -1.3987 8.4156 -0.8304  0.106
H 0.7992 7.3763 -1.2522  0.106
H 1.0827 4.9285 -1.0279  0.107
H -2.1383 3.9036 -2.7372  0.125
H -3.5335 1.8988 -3.8003  0.115
H -4.7704 -2.9735 -1.9044  0.116
H -3.4632 -4.7111 -0.3998  0.091
H -3.4933 -0.4336 -5.0146  0.122
H -5.5727 -0.3649 -6.3292  0.107
H -7.7689 -0.4093 -5.1930  0.107
H -7.8679 -0.5051 -2.7202  0.108
H -5.7811 -0.5696 -1.4054  0.125
H -0.0548 4.5233 2.0188  0.122
H 0.3551 2.8940 4.1121  0.122
O 0.4414 -3.1918 -0.5735  0.036
C 0.6329 -1.9771 -0.9472  -0.243
C 1.5948 -1.8762 -2.0233  -0.192
C 1.9725 -2.9778 -2.8057  0.023
C 2.8405 -2.8061 -3.8636  -0.041
C 3.3591 -1.5484 -4.1557  -0.033
C 3.0126 -0.4535 -3.3753  -0.052
C 2.1386 -0.6184 -2.3140  -0.291
P 1.6289 0.6940 -1.1697  1.052
C 3.0130 0.8151 0.0148  -0.363
C 2.8673 1.6844 1.0982  -0.095
C 3.8595 1.7711 2.0607  -0.063
C 5.0102 1.0001 1.9487  -0.066
C 5.1713 0.1562 0.8596  -0.065
C 4.1771 0.0594 -0.1048  -0.075
C 1.8224 2.1787 -2.2004  -0.341
C 2.9513 2.9872 -2.0991  -0.080
C 3.2322 3.9004 -3.1064  -0.065
C 2.3884 4.0125 -4.2012  -0.060
C 1.2366 3.2402 -4.2778  -0.051
C 0.9499 2.3242 -3.2804  -0.092
H 1.5535 -3.9500 -2.5837  0.129
H 3.1134 -3.6528 -4.4795  0.116
H 4.0186 -1.4145 -5.0027  0.117
H 3.4281 0.5216 -3.5954  0.118
H 1.9841 2.3083 1.1716  0.085
H 3.7339 2.4490 2.8959  0.113
H 5.7809 1.0599 2.7059  0.111
H 6.0737 -0.4322 0.7571  0.114
H 4.3117 -0.6033 -0.9495  0.109
H 3.6200 2.8961 -1.2549  0.107
H 4.1280 4.5038 -3.0413  0.112
H 2.6297 4.7029 -4.9987  0.112
H 0.5728 3.3369 -5.1269  0.114
H 0.0622 1.7032 -3.3412  0.101
C 3.0365 -2.4249 3.0486  -0.123
O 2.5123 -1.9952 1.7976  -0.129
H 4.1299 -2.3708 3.0688  0.081
H 2.7327 -3.4617 3.1842  0.078
H 2.6322 -1.8329 3.8747  0.069
H 2.7411 -1.0689 1.6755  0.035